Record 1
Computed, not measured: 4 unconnected molecules or ions with the total composition C44H92F4N4O14, with the ωB97M-V functional and the def2-TZVPD basis.

Element x y z (Å)
1 C -3.28679 0.98056 -2.10349
2 C -2.70698 2.05047 -1.02240
3 O -1.31742 1.69735 -0.80699
4 C -0.92380 1.86972 0.58003
5 C 0.23319 0.77953 0.90450
6 O 1.49995 1.45712 0.71797
7 C 2.13689 1.80353 1.96866
8 C 3.66341 2.23426 1.61012
9 O 4.33053 1.27171 0.75970
10 C 4.96334 1.88583 -0.37915
11 C 6.41292 1.21499 -0.54222
12 O 6.73966 0.37070 -1.39388
13 N 7.46242 1.63411 0.44900
14 C 8.03136 2.92292 0.03004
15 O 8.99687 3.37048 0.65795
16 F 7.45410 3.62744 -1.06490
17 C 3.99699 1.70154 -1.64152
18 C 4.37820 2.67409 -2.89177
19 O 3.27308 3.61175 -3.02882
20 C 3.42405 4.45691 -4.14239
21 F 2.10899 4.92499 -4.46260
22 F 4.19630 5.61213 -3.89730
23 F 3.91022 3.82740 -5.30478
24 O 3.86393 0.30890 -2.06979
25 C 2.45664 0.13353 -2.40408
26 C 2.14611 -1.30637 -3.08220
27 C 0.62028 -1.66038 -2.63389
28 C -0.08368 -2.74390 -3.60921
29 C -1.42837 -2.02634 -4.19336
30 C -1.63969 -2.57349 -5.70546
31 C -3.17364 -3.10019 -5.92466
32 C -3.97941 -1.85061 -6.55153
33 C -5.41464 -2.27782 -7.15614
34 C -5.92409 -1.00740 -8.03440
35 C -7.51628 -0.96299 -8.23942
36 C -8.06495 0.53519 -8.05927
37 C -7.37991 1.46146 -9.21352
38 O -6.20293 2.09510 -8.65391
39 C -5.03962 1.95368 -9.50030
40 H -4.02759 0.26051 -1.60652
41 H -2.40883 0.38567 -2.52161
42 H -3.86169 1.53394 -2.93355
43 H -3.36496 1.95574 -0.09661
44 H -2.78819 3.09572 -1.50583
45 H -0.43097 2.90669 0.68023
46 H -1.77549 1.76901 1.33046
47 H 0.13881 -0.05000 0.10436
48 H 0.11004 0.27721 1.91768
49 H 2.08263 0.93852 2.71117
50 H 1.60470 2.74942 2.37129
51 H 3.58522 3.28798 1.17584
52 H 4.21124 2.22995 2.62991
53 H 5.14403 3.01613 -0.26816
54 H 6.94764 1.81538 1.33078
55 H 2.94575 2.00736 -1.29443
56 H 5.40069 3.18324 -2.74153
57 H 4.48482 1.95653 -3.79044
58 H 2.11522 0.97553 -3.11655
59 H 1.82599 0.15111 -1.43519
60 H 2.21308 -1.21204 -4.21673
61 H 2.90731 -2.07091 -2.71619
62 H 0.67352 -2.02555 -1.55272
63 H 0.04989 -0.65632 -2.61370
64 H -0.41320 -3.63780 -2.93863
65 H 0.61233 -3.08365 -4.46362
66 H -1.31939 -0.89205 -4.25429
67 H -2.32256 -2.27403 -3.50727
68 H -1.44866 -1.69720 -6.42272
69 H -0.90447 -3.41248 -5.96205
70 H -3.59499 -3.43598 -4.90704
71 H -3.09706 -3.95545 -6.67830
72 H -3.34580 -1.40491 -7.39825
73 H -4.08411 -1.03641 -5.74706
74 H -6.16288 -2.41758 -6.30638
75 H -5.36111 -3.24664 -7.75479
76 H -5.53555 -0.08119 -7.46301
77 H -5.36229 -0.99702 -9.03846
78 H -7.81796 -1.35004 -9.28324
79 H -7.96909 -1.64862 -7.42828
80 H -7.88955 0.96553 -7.00999
81 H -9.21040 0.52067 -8.21638
82 H -8.11858 2.31238 -9.47716
83 H -7.18087 0.79363 -10.11594
84 H -4.13514 1.82834 -8.79590
85 H -5.05050 1.03562 -10.17802
86 H -4.84026 2.90206 -10.12147
87 C 5.56971 3.27501 9.47651
88 O 5.61313 4.45238 8.68408
89 C 6.94446 4.87719 8.38709
90 C 7.22335 4.73713 6.89093
91 N 7.31546 3.32881 6.50305
92 C 7.33490 3.12088 5.05421
93 C 6.06884 3.50593 4.27341
94 O 4.93685 2.69454 4.57568
95 C 4.16971 3.13808 5.68484
96 H 4.52857 3.08388 9.74283
97 H 5.94540 2.41395 8.91634
98 H 6.14630 3.40289 10.39755
99 H 7.69099 4.34345 8.98445
100 H 7.00311 5.93657 8.65418
101 H 8.16514 5.23981 6.65089
102 H 6.41395 5.24253 6.35266
103 H 6.51800 2.82920 6.88461
104 H 7.51534 2.05261 4.89497
105 H 8.19480 3.64981 4.62939
106 H 6.28178 3.33404 3.21254
107 H 5.82462 4.56965 4.36037
108 H 4.18729 4.22568 5.79726
109 H 4.51342 2.65300 6.59941
110 H 3.13509 2.82735 5.52113
111 C -3.34407 4.21874 6.79155
112 O -2.44620 3.25432 7.32079
113 C -3.10993 2.11254 7.86539
114 C -2.79985 0.87132 7.02918
115 N -3.45240 0.94229 5.72108
116 C -3.00076 -0.08878 4.78492
117 C -1.53483 -0.02861 4.32890
118 O -1.22655 1.11236 3.53267
119 C -0.85711 2.26655 4.27172
120 H -2.76463 5.09547 6.49665
121 H -3.85574 3.83057 5.90621
122 H -4.07739 4.52374 7.54409
123 H -4.18925 2.26970 7.96236
124 H -2.70567 1.96426 8.87124
125 H -3.15170 -0.01850 7.56008
126 H -1.71139 0.80418 6.92400
127 H -3.26398 1.85050 5.30779
128 H -3.63272 -0.00029 3.89505
129 H -3.20380 -1.07521 5.21564
130 H -1.36436 -0.89578 3.68238
131 H -0.82833 -0.13146 5.15916
132 H -0.34592 2.01880 5.20636
133 H -1.73359 2.88608 4.46729
134 H -0.17501 2.85470 3.65390
135 C -4.26726 -8.82344 -0.23839
136 O -3.54536 -8.38387 0.90245
137 C -2.38375 -9.17231 1.16648
138 C -1.11933 -8.34091 0.95132
139 N -0.91293 -8.05598 -0.46917
140 C 0.13467 -7.06426 -0.72140
141 C -0.11792 -5.63364 -0.22122
142 O -1.18511 -4.97024 -0.89153
143 C -2.46836 -5.20049 -0.33202
144 H -5.18665 -8.23876 -0.30375
145 H -3.68939 -8.65949 -1.15238
146 H -4.53341 -9.88096 -0.14835
147 H -2.36418 -10.09086 0.57067
148 H -2.43410 -9.46264 2.22027
149 H -0.25590 -8.89080 1.33816
150 H -1.22726 -7.41549 1.52773
151 H -1.78094 -7.70802 -0.86486
152 H 0.26791 -7.02105 -1.80732
153 H 1.07949 -7.42993 -0.30478
154 H 0.78112 -5.05160 -0.44764
155 H -0.24242 -5.58048 0.86550
156 H -2.43112 -5.35669 0.74989
157 H -2.94874 -6.04721 -0.82493
158 H -3.08203 -4.31865 -0.52984

As for the HOMO-LUMO gap: 9.14 eV. Its multiplicity is 1. Its structure (SMILES) is CCOCCOCCO[C@@H](C(=O)NC(=O)F)[C@@H](COC(F)(F)F)OCCCCCCCCCCCCCOC.COCCNCCOC.COCCNCCOC.COCCNCCOC. As for the largest force on an atom: 4.9 eV/A. Its charge is 0.

=====

Record 2
Computed, not measured: a molecular structure, C4H10OS, with the ωB97M-V functional and the def2-TZVPD basis.

Element x y z (Å)
1 C 1.93780 -1.11056 0.21178
2 C 0.60656 1.24217 0.18858
3 C -0.99594 1.16806 -0.24821
4 C -1.31026 -0.28332 0.04399
5 H 1.45565 -0.51147 1.33886
6 H 1.26825 -2.12456 0.02500
7 H 3.20431 -1.56084 0.29827
8 H 0.88791 2.26074 0.11535
9 H 0.55659 0.80451 1.40093
10 H -1.03379 1.79980 -1.18748
11 H -1.59828 1.76626 0.34107
12 H -0.52227 -1.09943 -0.39516
13 H -0.96060 -0.37339 1.06475
14 H -2.68245 -1.60313 -1.78598
15 O -2.60165 -0.60769 -0.50377
16 S 1.78817 0.23285 -0.90799

As for the HOMO-LUMO gap: 7.50 eV. Its multiplicity is 1. Its energy above the lowest of the compared OMol25 structures with the same formula, charge and spin is 779.9 kJ/mol. As for the largest force on an atom: 5.3 eV/A. Its charge is 0.

=====

Record 3
Computed, not measured: a molecular structure, C44H47N3O3P2RuS, with the ωB97M-V functional and the def2-TZVPD basis.

Element x y z (Å)
1 Ru 0.21960 0.41430 -0.52100
2 O -0.14420 1.59570 3.13710
3 S 0.41200 0.57150 2.27790
4 C 2.00650 0.05780 2.96370
5 C 2.27490 0.10870 4.31740
6 C 3.54270 -0.23990 4.76240
7 C 4.51510 -0.62430 3.85140
8 C 4.24880 -0.65140 2.49050
9 C 2.98520 -0.28590 2.03030
10 P 2.57780 -0.13560 0.25880
11 C 4.03070 -0.83300 -0.58350
12 C 4.25430 -2.19780 -0.37730
13 C 5.38390 -2.79920 -0.89950
14 C 6.26890 -2.05650 -1.66960
15 C 6.03050 -0.71100 -1.90200
16 C 4.92030 -0.09060 -1.35630
17 C 2.63760 1.66710 -0.05870
18 C 2.54310 2.06670 -1.40450
19 C 2.68280 3.40310 -1.73790
20 C 2.90060 4.34880 -0.74610
21 C 2.96260 3.96040 0.58520
22 C 2.82330 2.63010 0.93570
23 C -0.66030 -0.87900 2.56230
24 C -0.42290 -1.88560 3.47780
25 C -1.39370 -2.86450 3.66280
26 C -2.57410 -2.83510 2.93530
27 C -2.81520 -1.81450 2.02590
28 C -1.85620 -0.82150 1.84350
29 P -2.06600 0.61510 0.73660
30 C -3.32920 0.11930 -0.47420
31 C -4.68760 0.15450 -0.15670
32 C -5.60860 -0.30800 -1.07820
33 C -5.19260 -0.79300 -2.30890
34 C -3.84380 -0.80560 -2.63410
35 C -2.91510 -0.34120 -1.72270
36 C -2.87060 1.86700 1.75780
37 C -3.14080 1.70210 3.11760
38 C -3.87410 2.67240 3.77890
39 C -4.32300 3.80170 3.10280
40 C -4.02520 3.97730 1.75630
41 C -3.28860 3.02400 1.08930
42 H 1.50400 0.43400 4.99910
43 H 3.76300 -0.20260 5.81870
44 H 5.50200 -0.88520 4.20060
45 H 5.02480 -0.93150 1.79260
46 H 3.55180 -2.76580 0.22090
47 H 5.57840 -3.84160 -0.70150
48 H 7.14710 -2.52700 -2.07940
49 H 6.71930 -0.13240 -2.49710
50 H 4.77260 0.96780 -1.50720
51 H 2.42580 1.31360 -2.18400
52 H 2.65580 3.69890 -2.77730
53 H 3.03570 5.38760 -1.00690
54 H 3.15090 4.69360 1.35260
55 H 2.90310 2.34000 1.97290
56 H 0.49290 -1.90830 4.05020
57 H -1.22490 -3.64880 4.38460
58 H -3.31960 -3.60170 3.08750
59 H -3.74770 -1.77370 1.48240
60 H -5.01330 0.52750 0.80320
61 H -6.65920 -0.29350 -0.83320
62 H -5.92030 -1.15460 -3.01700
63 H -3.51900 -1.17960 -3.59280
64 H -1.85150 -0.33300 -1.97470
65 H -2.81070 0.82040 3.64700
66 H -4.10630 2.54930 4.82580
67 H -4.89740 4.54840 3.62590
68 H -4.37160 4.85810 1.24050
69 H -3.03620 3.14330 0.04540
70 N -0.69990 3.61090 -4.22700
71 C -0.87180 3.98990 -2.80750
72 C -0.50890 2.71870 -1.99440
73 O -0.24180 1.71170 -2.70100
74 O -0.49120 2.75260 -0.76330
75 H -1.54860 3.70090 -4.79160
76 H -0.43540 2.57080 -4.10740
77 H 0.04980 4.12000 -4.70170
78 H -1.89800 4.28410 -2.58490
79 H -0.21390 4.80560 -2.50700
80 C 2.59400 -5.07390 -2.30410
81 C 1.14780 -4.73670 -2.65220
82 N 0.48160 -3.93440 -1.63560
83 C -0.14500 -4.65200 -0.52910
84 C 0.60730 -4.52980 0.79800
85 C 0.45220 -2.60230 -1.67700
86 C 1.13180 -1.85680 -2.78670
87 N -0.17000 -1.86220 -0.80150
88 H 3.00260 -5.67840 -3.10850
89 H 2.66020 -5.65040 -1.38520
90 H 3.20440 -4.18020 -2.20890
91 H 0.58540 -5.66600 -2.76630
92 H 1.11940 -4.21320 -3.60760
93 H -0.19470 -5.70710 -0.79990
94 H -1.17650 -4.30050 -0.40890
95 H 1.62380 -4.89610 0.69190
96 H 0.11060 -5.15150 1.54060
97 H 0.63910 -3.50720 1.17200
98 H 0.72620 -2.15890 -3.75000
99 H 2.20550 -2.03110 -2.78810
100 H 0.93680 -0.77850 -2.65440
101 H -0.72890 -2.37190 -0.12250

As for the HOMO-LUMO gap (alpha / beta): 5.50 / 6.48 eV. Its multiplicity is 2. Its energy above the lowest of the compared OMol25 structures with the same formula, charge and spin is 373.3 kJ/mol. The expectation value of S² is 1.10. As for the largest force on an atom: 2.9 eV/A. Its charge is +3.

=====

Record 4
Computed, not measured: 3 unconnected molecules or ions with the total composition C17H37ClN4O5P, with the ωB97M-V functional and the def2-TZVPD basis.

Element x y z (Å)
1 N -0.31346 1.72427 0.83962
2 C -0.78078 2.37790 -0.13882
3 C -0.27381 2.21352 -1.53998
4 C -1.16344 1.29229 -2.42540
5 C -2.57558 1.91326 -2.55478
6 C -3.37644 1.60194 -3.82350
7 C -4.90150 1.64245 -3.59950
8 C -5.57330 0.26067 -3.64034
9 C -6.70743 0.12213 -2.62746
10 N -7.42900 -1.15390 -2.63439
11 C -0.39419 1.07135 -3.76710
12 O 0.27466 -0.14128 -3.64576
13 P -0.74653 -1.31320 -2.82872
14 C 0.74393 -1.61709 -1.55552
15 C 0.78568 -3.01130 -1.12606
16 O 0.25594 -3.55647 -0.22181
17 Cl 1.76579 -4.07493 -2.27172
18 O -1.26269 0.04313 -1.81647
19 H -0.81966 1.95785 1.69379
20 H -1.58155 3.11944 -0.00141
21 H -0.23437 3.19993 -2.02145
22 H 0.73716 1.79664 -1.51183
23 H -2.51462 3.00437 -2.43189
24 H -3.12945 1.52180 -1.69352
25 H -3.10460 2.31334 -4.61055
26 H -3.09806 0.60437 -4.17449
27 H -5.37096 2.29749 -4.34171
28 H -5.11454 2.09906 -2.62375
29 H -5.97770 0.06306 -4.64182
30 H -4.82336 -0.51509 -3.44136
31 H -7.44288 0.92201 -2.78305
32 H -6.30457 0.26395 -1.61861
33 H -7.72386 -1.36207 -3.58555
34 H -6.77966 -1.89860 -2.39412
35 H 0.34468 1.86970 -3.91614
36 H -1.07050 1.07552 -4.63349
37 H -0.25923 -2.37563 -3.65057
38 H -1.58695 -2.19046 -2.06766
39 H -1.81886 -1.04013 -3.77368
40 H 0.55183 -1.00615 -0.67221
41 H 1.67353 -1.33443 -2.04243
42 C 2.14404 -1.50317 4.94886
43 O 2.19576 -2.16614 5.97856
44 N 1.14949 -1.58357 4.04981
45 C 1.14401 -0.78204 2.83764
46 C 0.06124 -2.51069 4.28415
47 H 2.92114 -0.78112 4.66622
48 H 0.26985 -0.13157 2.79999
49 H 1.12893 -1.42030 1.95663
50 H 2.04123 -0.16581 2.81068
51 H -0.45924 -2.27170 5.21403
52 H 0.43256 -3.53286 4.36384
53 H -0.63167 -2.44984 3.44809
54 C 6.13392 -0.44483 3.65898
55 O 4.92682 -0.32604 3.68162
56 N 6.98406 0.36355 4.33063
57 C 8.41640 0.18928 4.27844
58 C 6.41731 1.43369 5.13160
59 H 6.64332 -1.23527 3.08314
60 H 8.82714 -0.00926 5.27133
61 H 8.90825 1.07604 3.87135
62 H 8.64936 -0.65779 3.63511
63 H 5.75556 1.03187 5.89950
64 H 5.83238 2.11284 4.51059
65 H 7.22845 1.98400 5.60443

As for the HOMO-LUMO gap: 7.12 eV. Its multiplicity is 1. As for the largest force on an atom: 0.6 eV/A. Its charge is -1.